111
Properties=species:S:1:pos:R:3 method="wB97M-V/def2-TZVPD" total_charge=0 lumo_energy_ev=0.2 homo_lumo_gap_ev=10.202
C -3.960 -3.454 1.936
C -2.640 -2.724 1.539
C -2.301 -1.544 2.523
S -2.934 -2.220 4.040
O -3.342 -1.213 5.002
O -1.933 -3.245 4.353
C -4.342 -2.927 3.330
H -3.898 -4.546 1.838
H -4.810 -3.154 1.279
H -2.677 -2.402 0.529
H -1.770 -3.388 1.694
H -2.866 -0.634 2.401
H -1.251 -1.443 2.702
H -5.111 -2.166 3.199
H -4.683 -3.700 4.076
C -1.604 -4.809 -3.299
C -2.202 -4.286 -2.048
C -3.667 -4.004 -2.297
S -4.051 -4.818 -3.879
O -3.914 -3.897 -4.928
O -5.203 -5.640 -3.749
C -2.577 -5.770 -3.939
H -0.708 -5.393 -3.055
H -1.408 -4.019 -3.986
H -1.601 -3.520 -1.555
H -2.325 -5.162 -1.396
H -3.896 -2.909 -2.364
H -4.317 -4.474 -1.600
H -2.371 -6.167 -4.903
H -2.716 -6.688 -3.298
C 1.662 -2.935 1.880
C 1.632 -2.871 3.383
C 2.996 -3.396 3.897
S 4.202 -2.898 2.718
O 4.934 -4.126 2.289
O 4.813 -1.738 3.311
C 3.016 -2.401 1.426
H 0.863 -2.484 1.300
H 1.621 -3.998 1.634
H 0.804 -3.436 3.724
H 1.360 -1.852 3.822
H 3.094 -4.507 4.021
H 3.119 -2.886 4.884
H 3.378 -2.791 0.416
H 3.001 -1.263 1.461
C 6.463 0.730 2.431
C 5.171 1.082 3.107
O 5.165 2.603 3.102
S 5.908 3.082 1.794
O 6.841 4.077 2.241
O 5.037 3.520 0.750
O 6.536 1.698 1.366
H 6.522 -0.305 2.147
H 7.268 0.892 3.129
H 5.093 0.678 4.127
H 4.219 0.819 2.635
C 4.694 5.627 -2.173
C 3.714 5.942 -1.053
O 2.338 5.598 -1.553
S 2.475 5.767 -3.151
O 2.471 7.134 -3.561
O 1.496 4.951 -3.739
O 3.902 5.039 -3.213
H 5.474 4.905 -1.961
H 5.016 6.538 -2.632
H 3.813 7.046 -0.842
H 3.937 5.335 -0.174
C -5.110 1.780 -0.763
C -3.727 1.310 -0.387
O -3.893 -0.022 0.059
S -5.477 -0.318 0.403
O -5.570 -0.555 1.804
O -6.012 -1.287 -0.460
O -5.963 1.179 0.192
H -5.430 1.413 -1.770
H -5.174 2.859 -0.640
H -3.294 1.883 0.413
H -2.939 1.334 -1.193
C -3.377 -0.592 -6.453
C -2.179 -1.626 -6.216
O -1.883 -1.498 -4.829
S -1.902 0.026 -4.520
O -0.853 0.739 -5.157
O -2.141 0.193 -3.126
O -3.284 0.263 -5.327
H -4.391 -1.062 -6.348
H -3.311 0.011 -7.406
H -1.357 -1.290 -6.860
H -2.438 -2.709 -6.325
C 1.735 5.897 4.366
C 1.765 4.400 4.400
O 0.837 4.024 3.389
S 0.984 4.973 2.174
O -0.257 5.497 1.788
O 1.819 4.386 1.114
O 1.785 6.161 2.904
H 2.439 6.486 4.960
H 0.724 6.278 4.697
H 1.383 3.860 5.275
H 2.859 4.063 4.139
C 0.862 2.282 -1.373
C 1.213 1.066 -2.175
O 1.624 0.067 -1.119
S 0.838 0.390 0.184
O 1.802 0.691 1.207
O -0.082 -0.656 0.468
O -0.046 1.736 -0.292
H 0.328 2.970 -2.004
H 1.683 2.710 -0.737
H 2.038 1.266 -2.778
H 0.399 0.559 -2.764

---

78
Properties=species:S:1:pos:R:3 method="wB97M-V/def2-TZVPD" total_charge=0 de_lowest_kj_mol=1095.6 lumo_energy_ev=0.7 homo_lumo_gap_ev=10.164 smiles=C1CCOC1.C1CCOC1.C1CCOC1.C1CCOC1.C1CCOC1.C1CCOC1
C 4.365 -3.039 -0.815
C 5.416 -3.719 -0.174
C 6.607 -3.355 -0.989
O 6.105 -2.912 -2.238
C 4.966 -2.231 -1.880
H 3.891 -2.292 -0.028
H 3.529 -3.558 -1.114
H 5.042 -4.736 -0.150
H 5.462 -3.301 0.808
H 7.294 -4.178 -1.145
H 7.086 -2.628 -0.527
H 4.080 -2.057 -2.854
H 5.283 -1.159 -1.456
C 1.837 1.664 -2.490
C 1.760 2.900 -1.722
C 2.553 2.754 -0.497
O 2.777 1.408 -0.506
C 2.976 1.027 -1.857
H 2.016 1.884 -3.505
H 1.141 1.003 -2.323
H 0.766 3.272 -1.430
H 2.072 3.790 -2.282
H 2.013 3.215 0.401
H 3.558 3.240 -0.638
H 3.024 -0.035 -2.029
H 3.868 1.421 -2.260
C 1.066 1.380 3.068
C 1.427 1.964 4.510
C 0.414 2.989 4.577
O 0.101 3.602 3.403
C 0.019 2.437 2.460
H 0.663 0.201 3.055
H 1.809 1.528 2.355
H 2.343 2.372 4.704
H 1.420 1.232 5.284
H 0.866 3.813 5.059
H -0.309 2.601 5.402
H 0.325 2.738 1.513
H -1.025 2.067 2.466
C -1.028 -1.220 -1.205
C -0.392 -0.667 0.154
C 0.863 -1.591 0.245
O 0.818 -2.394 -0.880
C -0.435 -2.672 -1.427
H -0.752 -0.590 -1.998
H -2.202 -1.394 -1.019
H -0.902 -0.589 1.126
H -0.015 0.230 0.184
H 0.784 -2.113 1.110
H 1.799 -1.044 0.186
H -0.960 -3.371 -0.618
H -0.597 -3.164 -2.398
C -5.877 -2.337 -0.209
C -4.508 -3.032 -0.203
C -3.755 -2.763 1.035
O -4.240 -1.491 1.333
C -5.721 -1.422 0.974
H -6.662 -3.063 -0.206
H -6.015 -1.776 -1.181
H -3.931 -2.677 -1.081
H -4.630 -4.051 -0.517
H -2.828 -2.687 0.925
H -4.302 -3.443 1.694
H -6.108 -0.446 0.609
H -6.026 -1.684 2.087
C -2.472 1.958 -1.441
C -3.200 3.181 -1.853
C -3.941 3.623 -0.620
O -3.346 2.970 0.429
C -2.904 1.758 -0.087
H -1.298 2.025 -1.478
H -2.506 1.248 -2.125
H -3.968 2.865 -2.598
H -2.546 3.950 -2.363
H -5.050 3.468 -0.733
H -3.818 4.740 -0.532
H -3.706 1.127 -0.073
H -2.192 1.265 0.577

---

Taking the records one at a time from the top gives electronic energy values of -184599.930 -37938.815 eV.
Taking the records one at a time from the top gives HOMO values of -10.04 -9.49 eV.